(1)
78
Properties=species:S:1:pos:R:3:forces:R:3 method="wB97M-V/def2-TZVPD" e_lumo_ev="3.873 / 3.873" largest_force_ev_per_a=0.4 relative_energy_kj_mol=0.0 e_tot_ev=-142243.748 spin_multiplicity=6 orbital_gap_ev="5.6 / 6.0" charge=-2 molar_mass_g_mol=902.29
Mn 2.217 0.658 -0.559 0.0 0.2 -0.4
S -0.203 0.879 3.575 0.1 0.0 -0.1
P -0.504 0.286 1.676 0.0 -0.1 0.0
C 0.730 -0.287 0.677 0.0 0.0 0.4
P 1.638 -1.664 0.994 -0.2 0.0 0.0
S 3.579 -1.310 0.577 0.2 0.0 -0.1
C 1.166 -3.062 -0.099 0.1 0.0 0.0
C 1.376 -4.396 0.242 -0.1 0.0 0.0
C 1.071 -5.408 -0.657 0.0 0.0 0.0
C 0.575 -5.095 -1.917 0.0 0.0 0.0
C 0.393 -3.766 -2.275 0.0 0.1 0.0
C 0.682 -2.756 -1.368 0.0 0.0 0.0
C 1.457 -2.370 2.673 0.0 0.0 0.0
C 0.307 -3.066 3.039 0.0 0.0 0.0
C 0.123 -3.481 4.350 0.0 0.0 -0.1
C 1.084 -3.199 5.310 0.0 0.0 0.0
C 2.230 -2.499 4.954 0.0 0.0 0.0
C 2.413 -2.086 3.644 0.0 -0.1 0.0
C -1.288 1.666 0.751 0.0 0.0 0.0
C -1.208 1.696 -0.640 0.0 0.0 0.0
C -1.780 2.741 -1.353 0.0 0.0 0.0
C -2.456 3.752 -0.686 0.0 0.0 0.0
C -2.548 3.723 0.700 0.0 0.0 0.0
C -1.960 2.688 1.415 0.0 0.0 0.0
C -1.873 -0.961 1.723 -0.1 0.1 -0.1
C -2.138 -1.686 0.562 0.0 0.0 0.1
C -3.090 -2.695 0.557 0.0 0.0 0.0
C -3.795 -2.989 1.719 0.0 0.0 0.0
C -3.547 -2.263 2.875 0.0 0.0 0.0
C -2.593 -1.253 2.876 0.0 0.0 0.0
H 1.781 -4.644 1.216 0.0 0.0 0.0
H 1.228 -6.443 -0.376 0.0 0.0 0.0
H 0.347 -5.885 -2.622 0.0 0.0 0.0
H 0.043 -3.501 -3.265 0.0 0.0 0.0
H 0.556 -1.716 -1.655 0.0 0.0 0.0
H -0.459 -3.274 2.300 0.0 0.0 0.0
H -0.783 -4.011 4.621 0.0 0.0 0.0
H 0.937 -3.514 6.337 0.0 0.0 0.0
H 2.977 -2.265 5.702 0.0 0.0 0.0
H 3.301 -1.537 3.355 0.0 0.0 0.0
H -0.657 0.932 -1.170 0.0 0.0 0.0
H -1.664 2.768 -2.430 0.0 0.0 0.0
H -2.896 4.572 -1.243 0.0 0.0 0.0
H -3.059 4.520 1.229 0.0 0.0 0.0
H -1.991 2.671 2.499 0.0 0.0 0.0
H -1.563 -1.471 -0.329 0.0 0.0 0.0
H -3.270 -3.261 -0.350 0.0 0.0 0.0
H -4.530 -3.787 1.722 0.0 0.0 0.0
H -4.089 -2.493 3.786 0.0 0.0 0.0
H -2.363 -0.698 3.778 0.0 0.0 0.0
F -0.790 6.564 1.725 0.0 0.0 0.0
C 0.549 6.460 1.821 0.0 0.0 0.0
F 0.858 6.622 3.121 0.0 0.0 0.0
F 1.059 7.530 1.168 0.0 0.0 0.0
C 1.064 5.168 1.260 0.0 -0.1 -0.1
C 1.400 4.120 2.094 0.0 0.0 0.1
C 1.844 2.939 1.517 -0.1 0.2 -0.1
N 1.969 2.793 0.199 0.0 0.0 0.2
C 1.636 3.805 -0.611 0.1 -0.2 0.0
C 1.170 5.009 -0.116 0.0 0.1 0.0
H 1.290 4.190 3.167 0.0 0.0 0.0
H 2.064 2.074 2.130 0.0 0.0 0.0
H 1.758 3.620 -1.677 0.0 0.0 0.0
H 0.891 5.804 -0.795 0.0 0.0 0.0
O 2.683 0.477 -4.312 0.0 0.2 0.1
S 2.391 1.406 -3.214 0.1 -0.1 -0.2
O 3.482 1.370 -2.173 0.0 0.0 0.1
O 1.177 0.930 -2.447 0.0 -0.1 0.1
O 2.167 2.776 -3.688 0.0 0.0 0.0
C -0.988 -1.608 -6.936 0.0 0.0 0.0
Te 0.692 -0.914 -5.760 0.0 0.0 0.0
C -0.027 1.083 -5.864 0.0 0.0 0.0
H -1.001 -1.122 -7.911 0.0 0.0 0.0
H -1.928 -1.412 -6.421 0.0 0.0 0.0
H -0.887 -2.685 -7.083 0.0 0.0 0.0
H -1.022 1.129 -5.424 0.0 0.0 0.0
H -0.062 1.399 -6.906 0.0 0.0 0.0
H 0.659 1.712 -5.302 0.0 0.0 0.0

---

(2)
78
Properties=species:S:1:pos:R:3:forces:R:3 method="wB97M-V/def2-TZVPD" e_lumo_ev=-2.880 largest_force_ev_per_a=6.6 e_tot_ev=-50407.340 orbital_gap_ev=8.1 charge=+1 molar_mass_g_mol=552.65
C -0.274 -3.399 -2.304 -0.2 0.8 3.4
C -0.221 -2.913 -0.948 0.0 -1.3 -2.5
C -0.886 -1.551 -0.452 -0.6 -0.4 -1.3
N 0.076 -0.486 -0.025 4.6 1.0 2.2
C 1.343 -0.524 0.663 0.6 0.8 0.1
C 2.114 -1.834 1.143 -0.3 0.3 1.0
C 3.336 -2.286 0.206 0.2 -0.6 -0.2
C 3.067 -2.195 -1.375 1.2 -0.3 0.3
C 3.130 -3.589 -2.157 0.6 0.1 -4.8
O 3.350 -3.539 -3.409 -1.1 -0.1 5.1
O 2.912 -4.874 -1.581 -1.0 2.4 -0.4
N 1.977 0.750 0.922 -5.7 -1.6 -2.9
C 0.986 1.653 0.343 1.0 -4.4 0.7
N 1.154 2.988 0.384 -0.4 0.3 -0.2
C 2.320 3.666 1.048 -0.6 0.6 0.1
C 3.420 4.221 0.026 3.5 0.8 2.7
O 4.496 4.640 0.534 -4.9 -1.8 -2.8
O 3.133 4.265 -1.378 -0.7 1.8 2.5
C 2.645 5.579 -1.698 1.5 3.1 -4.5
C 1.577 6.419 -0.853 -0.3 -0.1 -0.3
O 3.084 6.109 -2.757 -2.0 -2.7 4.7
N -0.101 0.875 -0.225 0.9 4.6 0.5
C -1.223 1.585 -0.921 -0.4 -0.3 -1.3
O -2.383 1.790 -0.092 -0.2 -1.5 -1.8
C -3.477 0.943 -0.467 -3.8 -3.4 0.2
C -4.027 -0.027 0.647 -1.9 -0.1 -3.6
C -5.247 -0.970 0.340 1.2 1.1 -1.7
C -5.788 -1.900 1.523 -0.5 0.4 -0.2
C -5.940 -1.023 -1.075 3.7 3.1 0.5
C -5.378 -0.057 -2.154 1.3 -0.3 3.8
C -4.183 0.910 -1.848 -0.5 -0.7 1.5
C -3.686 1.848 -3.056 -0.5 -1.6 -0.7
C -2.952 0.835 -4.115 -0.1 -0.1 0.8
C -4.915 2.509 -3.898 1.3 0.0 -0.4
H -0.295 -2.727 -3.223 -0.7 -1.0 1.4
H -0.357 -4.547 -2.401 1.0 2.0 -0.2
H 0.315 -3.624 -0.212 -1.7 1.2 -0.9
H -1.480 -1.119 -1.349 1.0 -0.7 1.5
H -1.678 -1.700 0.381 1.5 0.0 -1.3
H 2.579 -1.571 2.173 -1.0 -0.3 -1.7
H 1.366 -2.685 1.380 1.2 1.5 -0.7
H 4.295 -1.694 0.463 -1.8 -0.8 -0.4
H 3.596 -3.390 0.449 -0.6 1.9 -0.2
H 2.095 -1.684 -1.682 1.2 -0.9 0.5
H 3.918 -1.545 -1.816 -1.5 -1.3 0.4
H 2.235 -5.290 -2.180 1.2 0.3 0.5
H 0.449 3.626 -0.030 0.7 -1.0 0.5
H 2.764 3.028 1.888 -0.5 0.8 -1.6
H 1.870 4.598 1.573 0.9 -1.5 -0.9
H 0.816 6.842 -1.617 1.4 -0.9 1.2
H 2.066 7.347 -0.369 -0.5 -1.8 -0.7
H 0.989 5.817 -0.081 1.0 0.9 -1.0
H -1.444 0.969 -1.867 0.0 1.0 1.5
H -0.910 2.632 -1.307 0.1 -1.9 0.9
H -3.580 -0.051 1.695 -0.6 0.2 -1.6
H -6.608 -1.297 2.069 1.4 -1.0 -0.7
H -6.300 -2.865 1.159 0.9 1.6 0.3
H -4.978 -2.218 2.271 -1.1 0.7 -1.2
H -6.806 -1.722 -1.331 1.4 1.1 0.6
H -5.843 -0.016 -3.192 0.7 -0.1 1.6
H -2.933 2.637 -2.713 -1.3 -1.0 -0.3
H -2.316 1.409 -4.870 -1.0 -0.9 0.9
H -3.773 0.189 -4.607 1.5 1.1 0.6
H -2.280 0.092 -3.544 -0.8 1.1 -0.9
H -5.258 1.747 -4.700 0.3 1.3 1.6
H -4.428 3.367 -4.507 -1.1 -1.2 1.1
H -5.776 2.863 -3.240 1.3 -0.4 -1.0
N 2.777 -2.677 4.844 0.5 0.1 0.3
C 3.576 -3.718 5.132 -0.4 0.3 -0.2
C 4.659 -3.643 5.992 0.0 0.1 0.0
C 4.940 -2.423 6.590 0.1 0.0 0.1
C 4.132 -1.331 6.309 0.0 -0.1 0.0
C 3.070 -1.508 5.438 -0.2 -0.4 -0.3
H 3.319 -4.649 4.637 0.1 0.0 0.1
H 5.268 -4.517 6.190 -0.1 0.0 0.0
H 5.780 -2.325 7.269 -0.1 0.0 -0.1
H 4.322 -0.364 6.758 0.0 0.0 0.0
H 2.407 -0.685 5.190 0.1 0.0 0.1

---

(3)
13
Properties=species:S:1:pos:R:3:forces:R:3 method="wB97M-V/def2-TZVPD" e_lumo_ev=0.757 largest_force_ev_per_a=4.5 smiles="C=NS[C@@H]1CC1(F)F" relative_energy_kj_mol=369.0 e_tot_ev=-21984.903 orbital_gap_ev=9.7 charge=0 molar_mass_g_mol=137.15
C -3.147 0.613 0.153 0.6 -1.7 -0.6
N -2.102 0.494 -0.655 -1.3 0.0 2.8
S -1.017 -0.824 -0.010 -1.7 -0.4 0.1
C 0.677 -0.854 -0.593 -0.7 0.8 -0.6
C 1.603 -0.946 0.729 0.4 -4.1 1.8
C 1.450 0.281 -0.023 1.4 1.8 1.9
F 2.604 0.787 -0.689 -2.6 -0.5 1.3
F 0.771 1.232 0.828 1.5 -0.7 -2.7
H -3.410 -0.235 1.032 0.9 2.5 -2.1
H -3.954 1.432 -0.041 1.7 -1.6 0.2
H 0.833 -1.334 -1.621 0.3 0.9 1.9
H 1.089 -1.275 1.806 0.9 1.7 -3.2
H 2.555 -1.603 0.713 -1.5 1.5 -0.7